This record from the Open Molecules 2025 dataset describes a cluster of 2 separate species, C4H6O2 in total. The level of theory is ωB97M-V with the def2-TZVPD basis set.

Output
* HOMO energy: -0.3143 Eh
* energy relative to the best compared isomer or geometry (same formula, charge and spin): 6.5605 eV

Each atom is followed by the atoms it is bonded to, with distances in Å.
Element x y z (Å)
1 O 1.4302 1.2280 1.0829  C2 1.226
2 C 1.7204 0.5810 0.0826  O1 1.226, C3 1.442, H7 1.113
3 C 0.8387 -0.2954 -0.6476  C2 1.442, C4 1.434, H9 1.086
4 C -0.5371 -0.3637 -0.2501  C3 1.434, C5 1.443, O6 1.353, H8 1.332
5 C -1.5128 0.5150 0.3481  C4 1.443, O6 1.462, H11 1.087, H12 1.086
6 O -1.7205 -0.2315 -0.8917  C4 1.353, C5 1.462
7 H 2.7525 0.6151 -0.3317  C2 1.113
8 H 0.1520 -1.3948 0.2353  C4 1.332
9 H 1.1483 -0.7961 -1.5601  C3 1.086
10 H -0.7884 -1.6141 0.5166  no bonds
11 H -2.1047 0.1707 1.1922  C5 1.087
12 H -1.3785 1.5859 0.2236  C5 1.086

Results of the natural (NBO) charge analysis, in e, for atoms 1 through 5: O -0.621; C 0.383; C -0.659; C 0.238; C -0.090